1.
C26H22NO9P | wB97M-V/def2-TZVPD

Results
**Kohn-Sham gap**: 0.270 Ha
**Structure (SMILES)**: O=C1C=CC(=O)C=C1.O=C1C=CC(=O)C=C1.O=C1C=CC(=O)C=C1.O=C1C=CC(=O)C=C1.C#C[PH2](N)O
**Molecular weight**: 523.434 g mol⁻¹
**Largest force on an atom**: 1.875 eV Å⁻¹
**HOMO level**: -9.41 eV

The geometry in ORCA input format:
```
! wB97M-V def2-TZVPD RIJCOSX def2/J DEFGRID3
* xyz 0 1
O 6.067 -0.759 1.824
C 4.956 -0.273 1.826
C 4.533 0.670 2.892
C 3.314 1.201 2.891
C 2.334 0.873 1.832
O 1.219 1.362 1.836
C 2.752 -0.069 0.767
C 3.972 -0.601 0.764
H 5.262 0.898 3.654
H 2.987 1.891 3.656
H 2.022 -0.292 0.013
H 4.300 -1.289 -0.001
O -0.277 -0.143 -5.998
C 0.418 -0.385 -5.034
C 0.301 0.405 -3.784
C 1.064 0.141 -2.727
C 2.064 -0.957 -2.756
O 2.761 -1.201 -1.791
C 2.181 -1.745 -4.006
C 1.416 -1.480 -5.062
H -0.434 1.200 -3.783
H 0.992 0.708 -1.808
H 2.916 -2.539 -4.007
H 1.485 -2.044 -5.984
O 4.558 1.514 5.690
C 3.878 1.090 6.604
C 4.412 1.033 7.986
C 3.676 0.568 8.992
C 2.290 0.089 8.775
O 1.620 -0.333 9.692
C 1.755 0.145 7.393
C 2.491 0.610 6.386
H 5.425 1.388 8.125
H 4.049 0.519 10.007
H 0.742 -0.210 7.253
H 2.115 0.658 5.374
O -6.330 0.475 -7.274
C -5.461 -0.326 -7.548
C -4.111 -0.237 -6.942
C -3.158 -1.115 -7.246
C -3.408 -2.221 -8.202
O -2.540 -3.023 -8.477
C -4.759 -2.311 -8.808
C -5.711 -1.432 -8.504
H -3.948 0.577 -6.247
H -2.167 -1.064 -6.814
H -4.921 -3.124 -9.504
H -6.702 -1.481 -8.935
C -1.773 0.134 2.475
C -2.903 0.514 2.576
P -4.602 1.155 2.711
N -3.929 2.815 2.825
O -5.255 -0.421 2.581
H -0.803 0.043 2.025
H -5.258 1.277 3.947
H -5.244 1.542 1.501
H -4.348 3.435 2.143
H -2.948 2.744 2.582
H -5.338 -0.600 1.641
*
```

---

2.
C26H23BClI2N6O3Re | wB97M-V/def2-TZVPD

Results
**Kohn-Sham gap (spin up / spin down)**: 0.231 / 0.240 Ha
**Molecular weight**: 953.789 g mol⁻¹
**Energy relative to the best compared isomer or geometry (same formula, charge and spin)**: 57.8 kJ/mol
**Largest force on an atom**: 1.606 eV Å⁻¹
**HOMO level (spin up / spin down)**: -10.43 / -10.36 eV

The geometry in ORCA input format:
```
! wB97M-V def2-TZVPD RIJCOSX def2/J DEFGRID3
* xyz 1 2
Re -0.128 0.106 0.157
I -3.161 1.914 -6.721
C -2.017 1.517 -5.037
C -0.691 1.129 -5.172
C 0.061 0.847 -4.043
I 2.036 0.225 -4.257
C -0.483 0.968 -2.768
O 0.272 0.676 -1.684
C -1.804 1.368 -2.644
C -2.399 1.566 -1.288
N -2.171 0.376 -0.391
C -2.806 -0.868 -0.920
C -1.817 -1.978 -1.157
C -2.204 -3.165 -1.749
C -1.259 -4.149 -1.959
C 0.060 -3.925 -1.580
C 0.384 -2.726 -0.995
N -0.547 -1.772 -0.777
C -2.572 1.628 -3.780
H -0.244 1.035 -6.152
H -3.473 1.719 -1.376
H -1.977 2.425 -0.768
H -2.613 0.626 0.497
H -3.295 -0.634 -1.863
H -3.574 -1.201 -0.223
H -3.236 -3.304 -2.049
H -1.544 -5.084 -2.423
H 0.830 -4.667 -1.742
H 1.392 -2.488 -0.683
H -3.605 1.937 -3.668
B -1.868 1.747 2.587
N -0.661 2.504 1.956
C -0.242 3.742 2.222
C 0.765 4.090 1.329
C 0.914 2.980 0.518
N 0.050 2.019 0.902
N -1.463 0.263 2.883
C -1.720 -0.448 3.969
C -1.308 -1.768 3.774
C -0.803 -1.789 2.496
N -0.883 -0.550 1.952
H -2.817 1.751 1.800
H -2.164 2.277 3.626
H -0.688 4.300 3.032
H 1.313 5.017 1.287
H 1.594 2.794 -0.301
H -2.174 0.026 4.827
H -1.361 -2.583 4.477
H -0.342 -2.597 1.948
Cl 7.265 -1.419 1.899
C 5.610 -1.073 1.503
C 5.130 -1.340 0.234
C 3.806 -1.062 -0.070
C 2.960 -0.525 0.880
O 1.673 -0.292 0.516
C 3.441 -0.223 2.142
C 2.664 0.431 3.227
O 1.521 0.808 3.160
C 4.771 -0.515 2.441
H 5.791 -1.758 -0.516
H 3.417 -1.235 -1.068
H 3.250 0.608 4.151
H 5.149 -0.279 3.431
*
```

---

3.
C26H23BrCl4N2O4S3Y | wB97M-V/def2-TZVPD

Results
**Kohn-Sham gap**: 0.290 Ha
**Molecular weight**: 834.303 g mol⁻¹
**Energy relative to the best compared isomer or geometry (same formula, charge and spin)**: 84.2 kJ/mol
**Largest force on an atom**: 2.639 eV Å⁻¹
**HOMO level**: -10.45 eV

The geometry in ORCA input format:
```
! wB97M-V def2-TZVPD RIJCOSX def2/J DEFGRID3
* xyz 1 1
Y 1.344 -0.622 -0.715
C 0.454 -3.881 1.112
C 1.950 -3.911 1.408
S 2.883 -2.878 0.280
C 3.959 -1.928 1.369
C 3.308 -1.092 2.472
S 2.102 0.143 1.906
C 0.603 -0.215 2.848
C 0.050 -1.633 2.761
S -0.296 -2.240 1.091
H -0.091 -4.501 1.823
H 0.238 -4.286 0.122
H 2.297 -4.940 1.307
H 2.154 -3.621 2.437
H 4.537 -1.303 0.684
H 4.676 -2.607 1.834
H 4.090 -0.560 3.012
H 2.806 -1.722 3.204
H -0.124 0.519 2.492
H 0.781 0.036 3.895
H -0.876 -1.663 3.337
H 0.726 -2.339 3.241
Cl 1.334 -2.422 -7.215
C 1.850 -1.962 -5.640
C 3.178 -1.646 -5.399
Cl 4.343 -1.708 -6.663
C 3.572 -1.266 -4.112
Cl 5.203 -0.820 -3.763
C 2.657 -1.215 -3.080
O 3.013 -0.801 -1.818
C 1.316 -1.547 -3.320
O 0.418 -1.467 -2.266
C 0.923 -1.903 -4.593
Cl -0.744 -2.274 -4.852
C 2.329 2.176 -2.588
O 1.319 1.668 -1.671
C 0.347 2.564 -1.261
C 0.416 3.924 -1.476
C -0.599 4.722 -0.950
Br -0.511 6.570 -1.237
C -1.644 4.197 -0.221
C -1.721 2.818 -0.020
C -0.734 2.032 -0.573
O -0.748 0.635 -0.412
C -2.849 2.285 0.798
N -3.759 3.058 1.303
C -4.606 2.196 2.009
C -5.754 2.493 2.749
C -6.420 1.445 3.344
C -5.965 0.115 3.209
C -4.832 -0.193 2.485
C -4.170 0.887 1.896
N -3.020 0.959 1.122
H 2.863 2.989 -2.104
H 1.834 2.505 -3.498
H 3.002 1.350 -2.777
H 1.225 4.376 -2.026
H -2.413 4.831 0.198
H -1.308 0.230 -1.093
H -6.103 3.514 2.843
H -7.315 1.640 3.921
H -6.523 -0.683 3.681
H -4.497 -1.216 2.374
H -2.477 0.190 0.776
*
```

---

4.
C26H23Cl2F6N4O13P2S2Ti | wB97M-V/def2-TZVPD

Results
**Kohn-Sham gap**: 0.256 Ha
**Molecular weight**: 958.328 g mol⁻¹
**Energy relative to the best compared isomer or geometry (same formula, charge and spin)**: 164.5 kJ/mol
**Largest force on an atom**: 1.328 eV Å⁻¹
**HOMO level**: -11.59 eV

The geometry in ORCA input format:
```
! wB97M-V def2-TZVPD RIJCOSX def2/J DEFGRID3
* xyz 1 1
Ti 0.645 -0.046 0.028
C -4.506 -1.798 1.036
O -3.613 -1.498 2.145
C -2.491 -1.023 1.576
N -2.417 -0.909 0.326
C -3.709 -1.385 -0.220
C -4.373 -0.340 -1.102
C -5.757 -0.246 -1.183
C -6.360 0.665 -2.042
C -5.586 1.485 -2.845
C -4.202 1.377 -2.789
C -3.600 0.479 -1.924
C -1.440 -0.635 2.553
C -1.723 -0.760 3.912
C -0.813 -0.328 4.854
C 0.365 0.257 4.414
C 0.571 0.328 3.057
N -0.278 -0.131 2.119
C 1.801 0.907 2.501
N 2.012 0.968 1.237
C 3.410 1.461 1.025
C 3.884 1.676 2.479
O 2.742 1.295 3.316
C 3.534 2.671 0.144
C 4.162 2.538 -1.087
C 4.296 3.632 -1.932
C 3.806 4.866 -1.537
C 3.185 5.008 -0.300
C 3.051 3.916 0.539
H -5.411 -1.218 1.190
H -4.734 -2.860 1.075
H -3.492 -2.261 -0.836
H -6.391 -0.896 -0.593
H -7.439 0.723 -2.089
H -6.054 2.190 -3.518
H -3.595 1.985 -3.453
H -2.525 0.383 -1.900
H -2.671 -1.189 4.201
H -1.022 -0.430 5.910
H 1.110 0.648 5.091
H 3.960 0.646 0.558
H 4.123 2.711 2.699
H 4.708 1.030 2.766
H 4.541 1.571 -1.402
H 4.768 3.511 -2.897
H 3.905 5.722 -2.192
H 2.799 5.971 0.007
H 2.535 4.034 1.485
O -1.398 3.409 -1.238
P -0.189 2.730 -0.525
O 0.200 3.366 0.718
O -0.563 1.165 -0.367
O 0.976 2.632 -1.647
P 1.417 1.337 -2.501
O 0.010 0.877 -3.077
O 2.450 1.541 -3.496
O 1.753 0.254 -1.352
H -1.765 2.946 -2.005
H 0.078 0.502 -3.966
Cl 2.909 -1.893 1.096
C 4.396 -2.351 0.189
Cl 4.540 -4.068 -0.045
H 5.223 -1.998 0.792
H 4.338 -1.847 -0.769
F 2.282 -2.679 -1.874
C 1.171 -2.971 -2.525
F 1.152 -4.234 -2.879
F 1.086 -2.196 -3.599
S -0.382 -2.623 -1.483
O 0.175 -1.808 -0.292
O -1.224 -1.850 -2.328
N -1.012 -3.941 -1.011
S -0.183 -4.917 0.002
O -0.634 -6.255 -0.148
O 1.213 -4.580 -0.008
C -0.817 -4.408 1.675
F -0.076 -3.414 2.174
F -2.080 -3.978 1.605
F -0.755 -5.448 2.482
*
```

---

Q: Look up the largest force on an atom of the second one.
A: 1.606 eV Å⁻¹